(1)
Below is a structure of composition C50H58BaCl3N8O3S2Sb2, with properties calculated with ωB97M-V/def2-TZVPD.

Calculated values
Multiplicity: 1
Highest occupied orbital energy: -9.78 eV
ΔE to the lowest compared entry with this formula, charge and spin: 26.6 kcal/mol
Total charge: +1
E_LUMO: -2.0 eV
Gap between HOMO and LUMO: 7.81 eV

Element x y z (Å)
Ba -0.239546 -0.103174 0.837474
N -3.273352 0.141444 -2.014105
C -3.398825 1.228164 -2.850342
C -4.422018 1.376597 -3.754021
C -4.458940 2.489458 -4.621631
C -3.496869 3.452767 -4.589254
C -2.430875 3.336214 -3.660711
C -1.406663 4.307158 -3.547668
C -0.423740 4.143553 -2.619456
C -0.456977 2.996167 -1.795239
N -1.377977 2.070120 -1.865524
C -2.367785 2.229405 -2.795580
H -2.659554 0.320257 -1.236734
H -4.094807 -0.395715 -1.798663
H -5.198373 0.623166 -3.810086
H -5.276174 2.569201 -5.327180
H -3.530364 4.303460 -5.256886
H -1.422518 5.172690 -4.199274
H 0.371790 4.866749 -2.504389
H 0.331813 2.861231 -1.062593
C -3.714738 -2.035280 3.162441
Sb -2.682195 -2.015532 1.299461
C -4.403363 -2.360712 0.072247
C -1.972275 -4.089829 1.440088
C -2.642695 -5.027211 0.492955
C -3.829147 -5.647697 0.880678
C -4.530261 -6.479575 0.024697
C -4.042124 -6.713296 -1.251916
C -2.850700 -6.123111 -1.640703
C -2.131948 -5.282132 -0.790102
C -0.840912 -4.706416 -1.291717
Sb -0.998071 -2.672533 -2.005739
C -2.607612 -3.055483 -3.341354
C 0.574555 -2.835500 -3.438150
H -4.520875 -2.767819 3.149607
H -4.119408 -1.045592 3.358866
H -2.999600 -2.286270 3.945398
H -4.839116 -3.343715 0.242799
H -4.155507 -2.275733 -0.984318
H -5.127336 -1.596266 0.341377
H -2.165462 -4.377163 2.473915
H -0.894834 -4.048197 1.284198
H -4.209811 -5.467335 1.880672
H -5.448339 -6.949667 0.352813
H -4.571713 -7.364294 -1.934883
H -2.453371 -6.328614 -2.628317
H -0.507649 -5.281317 -2.157361
H -0.046073 -4.737864 -0.546002
H -2.303790 -3.821216 -4.055368
H -2.874204 -2.144329 -3.873461
H -3.469199 -3.419176 -2.783812
H 0.463183 -3.782758 -3.965905
H 1.544912 -2.804028 -2.944779
H 0.519607 -2.022693 -4.161682
C 2.520960 0.585497 3.675268
C 2.079883 1.893114 3.121335
N 1.285724 2.070341 2.084224
C 1.141005 3.436443 1.949369
C 1.850216 4.080503 2.909951
N 2.446369 3.083820 3.650525
H 2.676942 -0.124983 2.862520
H 1.783144 0.169881 4.360520
H 3.473759 0.673360 4.199101
H 0.515625 3.877163 1.190451
H 1.977910 5.124373 3.134500
H 3.031386 3.209308 4.456507
Cl 5.795854 -1.651907 3.481312
C 5.849368 -0.897672 1.912415
C 6.025077 0.475536 1.833135
C 6.075645 1.060376 0.584054
C 5.981934 0.314243 -0.592510
C 6.065864 1.006097 -1.933408
C 5.008610 2.102139 -2.068761
N 3.683665 1.525306 -1.904505
C 3.023041 0.830030 -2.893241
C 1.882823 0.363263 -2.324356
N 1.820535 0.749059 -1.003996
C 2.925626 1.429320 -0.789255
O 7.381083 1.414739 -2.241956
C 7.768694 2.770387 -2.148340
C 8.017990 3.256938 -0.753992
C 8.965026 2.744827 0.085468
Cl 10.053417 1.465388 -0.254985
S 8.969651 3.480024 1.622138
C 7.698324 4.528138 1.171652
C 7.301013 4.308770 -0.113079
C 5.789414 -1.055147 -0.457339
Cl 5.620215 -2.087651 -1.854616
C 5.719202 -1.678314 0.783103
H 6.132425 1.065494 2.731965
H 6.201142 2.137130 0.525489
H 5.844410 0.276073 -2.710967
H 5.033642 2.534762 -3.069582
H 5.143866 2.912138 -1.350466
H 3.425312 0.743899 -3.888332
H 1.091853 -0.200964 -2.788722
H 3.216713 1.888178 0.143061
H 7.057093 3.431786 -2.653432
H 8.696044 2.813247 -2.722251
H 7.332008 5.272960 1.859054
H 6.528248 4.885496 -0.604114
H 5.575896 -2.746156 0.852629
C 1.352760 -2.887819 3.560437
C 0.655287 -1.974220 2.595534
O -0.111797 -1.061755 3.017435
O 0.848293 -2.144166 1.351470
H 1.194117 -2.586443 4.591895
H 2.413887 -2.920171 3.318175
H 0.967467 -3.899068 3.413687
N -3.770588 3.027642 -0.111720
C -4.009919 2.304806 0.993029
S -2.727968 1.910760 2.028848
N -5.304319 1.958699 1.165234
C -5.915928 1.308338 2.277856
C -6.877933 0.342104 2.021446
C -7.542469 -0.266655 3.076108
C -7.245424 0.093884 4.381024
C -6.298501 1.078093 4.625843
C -5.633002 1.698897 3.579784
H -2.827923 3.329629 -0.279005
H -4.507384 3.433417 -0.665855
H -5.913648 2.105485 0.375161
H -7.106404 0.066793 0.999086
H -8.291162 -1.020779 2.872702
H -7.759915 -0.379276 5.206443
H -6.078477 1.377692 5.642021
H -4.910871 2.476780 3.771002

Atoms 1-6, force components in eV/Å:
Ba 0.349 3.483 -2.292
N 0.083 0.120 -0.027
C 0.146 0.065 -0.023
C 0.064 0.094 -0.045
C -0.160 -0.123 -0.021
C 0.137 0.052 0.075



(2)
Below is a cluster of 2 separate species, C3H6N2S in total, with properties calculated with ωB97M-V/def2-TZVPD.

Calculated values
Multiplicity: 1
Highest occupied orbital energy: -9.41 eV
SMILES: [H]/N=C(\C)S.C#N
ΔE to the lowest compared entry with this formula, charge and spin: 49.0 kcal/mol
Total charge: 0
E_LUMO: 0.8 eV
Gap between HOMO and LUMO: 10.24 eV

Element x y z (Å)
H -0.408217 0.965210 1.171566
N -0.144668 0.888257 0.201278
C 0.176908 -0.224189 -0.237140
C 0.448573 -1.484722 0.438424
S 0.222121 -0.463410 -2.020165
H 1.522511 -1.380716 0.679078
H 0.404020 -2.437168 -0.224242
H -0.074654 -1.636812 1.376740
H -0.445506 0.561082 -2.446568
C -1.737748 2.367940 -1.452305
N -1.915064 1.997140 -2.522634
H -1.564017 2.338477 -0.336345

Atoms 1-6, force components in eV/Å:
H 0.507 -0.487 0.633
N -0.567 1.751 0.580
C -1.118 -0.683 -2.379
C 1.656 -2.372 -0.034
S 1.225 -1.564 0.376
H -0.216 -0.358 0.231



(3)
Below is a structure of composition C39H45N5OTi, with properties calculated with ωB97M-V/def2-TZVPD.

Calculated values
Multiplicity: 2
Highest occupied orbital energy (spin up / spin down): -2.94 / -2.83 eV
Total charge: -1
E_LUMO (spin up / spin down): 2.1 / 2.1 eV
Expectation value of S²: 0.769
Gap between HOMO and LUMO (spin up / spin down): 5.06 / 4.96 eV

Element x y z (Å)
Ti -0.067671 -0.326688 -0.163825
N 0.424097 -3.576845 2.998150
N -0.129826 -1.674012 -2.625353
C 0.861175 2.436448 -1.755621
C 2.001314 1.641457 -1.425589
C 1.938516 1.253177 -0.065444
C 3.123077 0.940808 0.810588
H 4.061866 1.045647 0.247579
H 3.150472 -0.064910 1.254826
H 3.190286 1.659288 1.645789
C 0.629750 1.722550 0.419427
C -0.036441 1.205184 1.556835
H 0.601644 1.068341 2.426172
H 0.867987 -0.615038 3.056673
H -1.005652 1.651934 1.789070
C 0.012494 2.497901 -0.644750
C -1.220154 3.302629 -0.465008
H -2.063417 2.639414 -0.241826
H -1.474614 3.895150 -1.351346
H -1.137760 4.007177 0.379094
C 3.167739 1.399404 -2.308462
H 4.000836 2.072474 -2.047253
H 2.917686 1.558663 -3.364433
H 3.524639 0.365744 -2.195573
C 0.662461 3.165404 -3.041158
H -0.346492 3.585252 -3.125842
H 0.809556 2.498434 -3.898852
H 1.379847 3.994607 -3.140215
C -0.410075 -4.627614 3.117425
H -0.125696 -5.422228 3.806209
C -1.649733 -4.816552 2.465468
H -2.407262 -5.526142 2.910013
C -1.910114 -3.949327 1.414204
H -2.903404 -3.959979 0.943373
C -0.988159 -2.945402 1.081066
H -1.293148 -2.270670 0.238063
C 0.126193 -2.691202 2.003260
C 0.726940 -1.385028 2.010637
H 1.698579 -1.255287 1.515811
C -0.720121 -0.669639 -3.178075
C 0.377210 -2.572149 -3.587218
H 0.818750 -3.531313 -3.301846
C 0.108716 -2.014076 -4.810602
H 0.293250 -2.378201 -5.800856
N -0.567476 -0.802724 -4.546079
C -0.678818 0.334991 -5.366466
C 0.366427 0.749163 -6.191953
C 0.202700 1.962073 -6.892026
H 1.033866 2.295266 -7.527951
C -0.932066 2.763618 -6.714700
C -1.147325 3.985692 -7.556854
H -1.695619 4.752527 -7.003960
H -1.743430 3.740989 -8.444077
H -0.201636 4.412740 -7.903885
C -1.856357 2.402384 -5.722813
H -2.661308 3.097190 -5.449031
C -1.730377 1.191609 -5.043386
C -2.597888 0.821851 -3.899968
H -2.978829 -0.209335 -3.925513
H -3.466582 1.492169 -3.865820
H -2.004281 0.942812 -2.963812
C 1.668016 0.025449 -6.180062
H 1.600461 -1.036227 -6.460281
H 2.128834 0.092850 -5.176842
H 2.336009 0.533270 -6.885258
C 0.183081 -1.562419 7.339323
N 0.943080 -1.400052 6.104695
N 0.349180 -0.818568 5.020883
C 1.318392 -0.754278 4.103011
O -1.704261 -0.092671 -0.259136
C 2.468303 -1.362217 4.549534
C 2.214992 -1.626938 5.908621
C 3.195081 -2.047581 6.939789
C -1.054249 -0.604560 4.805723
C -1.889024 -0.150609 5.833594
C -3.284740 -0.082594 5.625608
C -3.845732 -0.377454 4.380331
C -3.016184 -0.715446 3.314943
C -1.639218 -0.733453 3.542672
H 0.765083 -2.258817 7.956606
H -0.800744 -1.982743 7.138952
H 0.090138 -0.609733 7.871816
H 3.363637 -1.602170 4.017171
H 3.342571 -1.276953 7.710365
H 2.914406 -2.989751 7.423876
H 4.161035 -2.192061 6.440460
H -1.452567 0.165947 6.767950
H -3.913406 0.226413 6.456993
H -4.928340 -0.314494 4.222308
H -3.388601 -0.921089 2.315465
H -1.051592 -0.798884 2.638643

Atoms 1-6, force components in eV/Å:
Ti -1.989 0.094 -0.347
N -0.873 -0.893 -0.978
N 1.301 -2.468 2.154
C -0.905 0.224 0.800
C 0.060 -0.096 1.326
C -0.648 0.476 -0.837



(4)
Below is a cluster of 10 separate species, C19H41N7O22 in total, with properties calculated with ωB97M-V/def2-TZVPD.

Calculated values
Multiplicity: 1
Highest occupied orbital energy: -9.41 eV
SMILES: C[C@H]1COC(=O)O1.C[C@H]1COC(=O)O1.C[N+](=O)[O-].C[N+](=O)[O-].C[N+](=O)[O-].C[N+](=O)[O-].C[N+](=O)[O-].C[N+](=O)[O-].C[N+](=O)[O-].CCOC(C)=O
Total charge: 0
E_LUMO: -1.1 eV
Gap between HOMO and LUMO: 8.32 eV

Element x y z (Å)
C 14.383575 12.276330 20.850960
C 13.161945 11.773670 20.127710
C 12.452865 12.831030 19.242720
O 12.470825 12.131890 18.004190
C 13.269055 11.090590 17.926720
O 13.517995 10.405020 16.949190
O 13.698345 10.828540 19.192170
H 14.221865 12.929320 21.708600
H 15.060575 12.801690 20.177340
H 15.007915 11.469990 21.235840
H 12.419415 11.293090 20.764730
H 13.054225 13.730640 19.111720
H 11.445415 13.082550 19.574180
C 16.103025 9.910560 14.495070
C 16.492065 10.943880 15.543820
C 16.937285 10.249660 16.828130
O 18.060965 10.956120 17.276480
C 18.479435 11.710030 16.272770
O 19.525095 12.337980 16.233930
O 17.753595 11.555460 15.194470
H 15.168215 9.364360 14.621120
H 16.833475 9.101910 14.470100
H 16.098365 10.313880 13.482450
H 15.729255 11.720630 15.597330
H 17.272165 9.217140 16.728850
H 16.123245 10.194960 17.550930
C 17.124385 13.471020 12.736610
N 15.680905 13.616530 12.362150
O 15.426125 13.687070 11.178110
O 14.835385 13.658630 13.265770
H 17.734405 14.112040 12.100150
H 17.477655 12.440100 12.714440
H 17.270465 13.716970 13.788410
C 9.926135 11.040460 16.139540
N 8.987655 10.361670 15.166180
O 8.060625 11.039970 14.763960
O 9.255285 9.202650 14.856700
H 9.504265 11.231510 17.126270
H 10.431075 11.885970 15.672370
H 10.733015 10.320430 16.275930
C 7.810635 8.174720 12.158940
N 7.412025 7.298870 13.307710
O 8.124485 6.310380 13.550820
O 6.508365 7.660550 14.053360
H 8.742715 7.799810 11.736140
H 7.802815 9.205340 12.513720
H 7.068895 8.193340 11.360450
C 11.368295 9.177870 9.265090
N 10.497655 10.002330 8.364700
O 10.914605 10.304650 7.236200
O 9.453745 10.381140 8.832840
H 11.805165 8.524800 8.509600
H 10.805575 8.639200 10.027500
H 12.161845 9.786080 9.699230
C 16.422335 9.921750 8.887180
N 15.996785 10.115490 10.260670
O 14.822655 9.881550 10.492580
O 16.789445 10.638600 11.047210
H 16.416485 10.907770 8.422600
H 15.723185 9.242200 8.399840
H 17.442035 9.539060 8.930340
C 14.403625 6.461760 10.941820
N 13.165375 5.990570 11.712200
O 13.229475 4.959420 12.377690
O 12.174315 6.690500 11.678740
H 15.116315 5.675480 11.190680
H 14.736515 7.429670 11.316560
H 14.087215 6.339040 9.906000
C 13.052315 10.429290 13.025240
N 11.565845 10.627930 12.607150
O 11.102745 11.719430 12.851000
O 10.947425 9.622200 12.301000
H 13.779785 11.022410 12.471080
H 13.371175 9.396550 12.884270
H 13.195995 10.616330 14.089420
C 12.572885 13.054810 9.847590
C 11.328715 13.899570 9.754490
O 10.249445 13.281020 10.569180
C 9.021225 13.735810 10.670140
C 8.103725 13.010540 11.651490
O 8.527315 14.640950 9.981660
H 13.096865 13.109590 10.801820
H 13.292885 13.436440 9.123670
H 12.196725 12.081760 9.531710
H 11.463765 14.878260 10.214940
H 10.921335 14.011480 8.749690
H 7.983705 13.604790 12.557350
H 8.513635 12.052990 11.972680
H 7.123325 12.782460 11.233270

Atoms 1-6, force components in eV/Å:
C 0.778 0.288 0.804
C 0.504 0.686 0.287
C 1.249 -0.946 0.299
O -1.601 1.268 -2.229
C 0.332 -1.776 0.565
O -0.326 1.600 1.565



Which largest force on an atom belongs to each record? In order, 0.0814; 0.0563; 0.1093; 0.0843 hartree/bohr.